{
  "formula": "C38H67F15O30P2S3",
  "method": "ωB97M-V with the def2-TZVPD basis set",
  "max_force_ev_per_a": 6.1,
  "spin_multiplicity": 2,
  "charge": -1,
  "energy_ha": -7120.63665,
  "homo_ev": [-0.11, -5.08],
  "species": ["O", "C", "H", "H", "F", "H", "F", "O", "C", "H", "H", "O", "F", "C", "O", "C", "H", "O", "H", "C", "O", "C", "H", "H", "H", "O", "C", "O", "H", "H", "F", "S", "H", "F", "H", "C", "O", "C", "F", "F", "H", "O", "C", "H", "O", "H", "C", "H", "C", "F", "C", "H", "H", "H", "H", "F", "O", "F", "S", "S", "C", "C", "H", "H", "F", "C", "H", "H", "O", "C", "O", "H", "C", "H", "H", "H", "O", "O", "H", "H", "C", "O", "O", "H", "H", "C", "H", "H", "C", "H", "H", "O", "O", "H", "H", "H", "C", "C", "H", "H", "O", "H", "H", "C", "C", "H", "C", "H", "H", "F", "H", "H", "H", "C", "H", "H", "C", "O", "C", "O", "O", "H", "C", "H", "C", "H", "O", "P", "O", "H", "H", "O", "H", "C", "H", "F", "O", "H", "C", "H", "H", "F", "C", "O", "H", "C", "P", "C", "H", "H", "F", "C", "O", "C", "H"],
  "positions_angstrom": [[-4.661, -0.513, 0.012], [5.148, 0.905, 3.045], [-5.417, 6.655, -4.196], [6.243, -1.948, -5.849], [-2.592, 1.341, 5.611], [8.240, -3.145, -0.622], [-5.043, -0.353, 8.464], [-3.184, -2.754, 8.446], [5.451, -3.055, 5.199], [-6.705, 0.725, 3.057], [0.953, 1.019, -2.665], [-0.792, -4.853, -0.551], [-5.048, -0.538, 6.349], [-0.139, -1.669, 1.396], [5.358, 0.261, -2.463], [4.620, -1.152, -5.022], [-0.444, 0.418, 0.577], [1.609, -4.301, -0.800], [6.720, -2.543, 0.018], [5.247, 2.598, -5.627], [-3.214, 4.744, -4.201], [-2.655, 2.758, -0.413], [-0.889, -1.615, 4.524], [4.187, 2.567, -5.883], [4.157, 0.805, 2.601], [-1.934, 4.307, -1.996], [-3.414, -1.924, 7.550], [-5.318, 1.303, -1.724], [-0.494, 9.270, -4.511], [-0.210, -0.629, 5.755], [-5.776, -1.809, 3.051], [0.073, -4.164, -1.462], [-4.804, 8.001, -3.491], [3.590, -2.069, -0.473], [-5.175, 2.369, 0.928], [-3.590, -4.796, 0.813], [8.470, -5.892, -1.859], [-3.677, 1.894, 3.721], [5.435, -3.087, 6.575], [3.638, -3.893, 0.886], [1.240, 0.544, -1.070], [6.932, -4.114, -2.798], [-0.406, 8.419, -3.835], [7.114, -2.045, -2.643], [-2.916, 1.680, 2.819], [0.489, -2.222, 5.519], [3.548, -2.555, 0.800], [-6.330, 7.456, -2.862], [-5.753, 1.102, 2.685], [4.597, -2.110, 1.431], [-4.237, -3.463, 2.726], [-4.951, 6.863, -1.155], [-0.842, 8.737, -2.888], [6.780, -1.000, -4.522], [-3.161, -2.801, 0.115], [-4.825, -2.781, 4.749], [4.869, -0.789, 4.679], [-4.315, 2.662, 5.903], [-4.515, -0.134, -1.393], [7.086, -5.477, -1.903], [-3.718, -3.670, -0.236], [5.960, -1.653, 4.807], [6.264, -0.136, -6.003], [-4.723, -3.273, -0.379], [-6.475, -3.792, 3.583], [-4.794, -1.216, 7.459], [-7.361, 1.043, -1.576], [-5.157, 0.277, 2.295], [-3.072, -3.058, 2.915], [-5.986, 2.226, 1.643], [6.024, -6.508, -2.196], [-0.204, -1.420, 2.455], [2.284, -1.991, 1.628], [5.342, 4.677, -6.180], [2.839, -5.965, -0.731], [-2.155, 7.432, -4.577], [-3.174, -0.040, -2.059], [1.177, -1.748, 0.850], [3.203, -4.787, -1.986], [5.445, 1.952, 2.973], [5.503, 4.024, -5.322], [-4.544, -4.448, 1.830], [-3.228, 6.490, -2.227], [-1.762, -0.158, 1.445], [-1.711, 2.949, 0.097], [2.391, -5.281, -1.453], [3.495, 1.663, -0.995], [-5.023, 5.397, -2.014], [1.471, -6.011, -2.427], [-0.899, -2.306, 7.443], [4.279, 1.269, 4.891], [6.694, -4.585, -0.548], [2.235, -2.106, 2.856], [-7.208, -0.658, -3.684], [5.806, 2.230, -6.487], [-1.463, 2.417, -2.305], [-2.325, 2.955, -1.911], [-3.293, 2.346, 5.120], [1.762, -6.440, -3.386], [-1.565, -0.785, -0.086], [4.012, 0.034, -4.682], [-6.869, 2.039, 1.032], [0.996, -6.832, -1.889], [-1.350, -2.314, 6.451], [5.080, 0.627, 4.524], [5.593, -2.771, -2.092], [2.769, 1.767, -1.801], [-3.136, 2.710, -2.597], [-2.596, -5.019, 1.200], [6.274, -3.943, 4.687], [4.081, -1.363, -5.946], [-1.650, -3.314, 6.136], [-3.255, -3.972, -1.175], [-5.356, 7.106, -3.205], [-0.578, -2.639, 1.165], [4.799, 4.295, -4.535], [-6.586, 1.189, -2.328], [7.085, -1.296, 4.849], [-1.111, 7.158, -4.431], [-5.632, -0.947, -2.364], [5.627, 1.918, -4.434], [6.528, 4.262, -5.038], [6.076, -0.992, -5.354], [4.342, -1.999, -4.395], [6.677, -2.887, -2.106], [-0.769, 6.864, -5.423], [0.448, -5.102, -2.757], [4.609, 0.969, -3.548], [-1.093, 6.106, -3.464], [-6.039, 3.223, 2.082], [-5.667, 0.103, -4.022], [-0.275, -2.786, -1.852], [-3.372, 3.558, -0.225], [7.156, -3.220, -0.717], [5.809, 0.253, 2.475], [-5.677, -2.218, 7.534], [-2.571, -1.602, 6.543], [2.200, -0.271, -2.327], [-5.403, -2.934, 3.585], [-3.112, 1.814, -0.116], [-6.863, 2.115, -2.832], [-2.403, 3.379, 5.125], [1.762, 0.678, -2.018], [-5.050, 1.634, 3.716], [6.038, 0.829, 5.003], [-0.970, -0.514, 0.787], [-2.447, 5.352, -3.081], [-0.448, -1.666, 5.520], [2.258, 2.680, -1.496], [-3.865, -5.777, 0.424], [4.217, -3.318, 4.713], [-4.616, 6.406, -2.087], [3.387, 1.991, -3.084], [-6.392, -0.095, -3.232], [0.624, 8.212, -3.544]],
  "forces_ev_per_angstrom": [[0.2, 0.6, -3.1], [-0.2, 0.5, -0.3], [-0.2, -0.9, 0.4], [0.7, 0.1, -0.6], [-0.1, -1.0, 0.9], [0.1, -0.3, -0.1], [0.5, -0.5, 0.1], [-0.9, 2.5, -2.4], [-1.5, 0.8, -0.6], [0.2, 0.1, 0.2], [0.3, -0.1, -0.5], [0.1, 0.0, -0.7], [0.4, 0.0, -0.4], [0.1, 0.8, -0.2], [-1.1, 1.0, -1.5], [-0.1, -0.8, -1.6], [0.6, -0.3, -0.1], [-2.2, 0.6, -0.8], [-0.3, -0.6, 0.2], [-0.2, 0.4, 0.0], [0.4, 0.9, 1.0], [0.3, 0.3, -1.3], [0.3, -0.3, -0.2], [-0.2, -0.8, 0.2], [0.0, -0.1, 0.0], [0.0, 2.4, -0.8], [2.3, -1.8, 1.0], [1.6, -0.1, 1.1], [0.3, -0.1, -0.2], [0.0, 0.0, 0.4], [-1.0, 1.5, 0.2], [1.6, 1.8, 0.3], [0.1, 0.4, 0.5], [0.4, -1.2, -0.1], [0.3, -0.6, 0.1], [-0.3, 0.5, -0.8], [-1.7, 0.4, -0.2], [-2.4, -1.1, -2.1], [0.0, -0.5, -1.3], [0.7, -1.3, -1.2], [0.1, -0.6, 0.2], [0.6, -2.2, -1.8], [-0.1, -0.9, 0.0], [0.3, -0.3, 0.2], [-0.7, 0.5, 1.0], [0.0, 0.0, -0.4], [-5.2, 2.2, 2.2], [-0.1, -0.2, -0.1], [0.0, 0.2, -2.9], [2.6, 0.6, 0.6], [4.4, -1.4, -1.4], [0.7, 0.3, 0.2], [-0.5, -0.3, -0.1], [-0.3, 0.4, 0.2], [0.3, 0.0, 0.1], [-1.2, 0.3, 1.4], [0.4, -1.8, 0.8], [0.2, -0.1, 0.0], [0.3, 0.9, -2.2], [-2.1, 0.6, 0.7], [1.3, -0.1, 0.3], [-3.2, 2.9, 0.7], [0.0, -0.2, 0.0], [-0.2, -0.7, 0.0], [1.0, 1.0, 0.7], [-0.3, -0.1, 0.3], [0.0, -0.3, 0.2], [-0.4, 0.0, -0.5], [-3.8, -0.8, -0.5], [0.2, -0.2, -0.6], [3.2, 3.6, 0.9], [0.8, -0.8, 0.2], [2.5, 1.1, -1.8], [-0.4, 0.0, -0.2], [-0.2, 0.1, 0.1], [-0.2, 0.1, -0.2], [-4.3, -0.5, 2.2], [-1.3, 0.4, -1.4], [0.1, 0.2, 0.1], [0.2, 0.1, -0.5], [0.3, 1.5, -0.3], [-0.7, 1.0, 1.9], [1.2, -0.6, -0.5], [0.1, -0.4, 0.7], [-0.3, -0.1, 0.5], [1.0, -0.1, -1.0], [0.3, -0.8, -0.3], [0.6, -0.5, -0.1], [-0.9, -1.2, 0.7], [-0.1, -0.5, 0.1], [-0.2, -0.8, 0.7], [0.5, -1.3, -0.4], [-0.2, -0.8, 1.9], [-0.3, 0.2, 0.7], [0.2, -0.2, 0.1], [0.0, -0.5, 0.5], [-0.1, -1.4, 0.1], [1.5, 0.8, 0.2], [0.9, 0.4, 0.2], [0.5, -0.2, -0.5], [-1.7, 2.2, 1.7], [-0.2, 0.0, 0.1], [0.0, -0.2, 0.2], [-0.2, -0.9, 1.5], [1.4, -0.8, -1.1], [0.0, 0.3, 0.1], [-0.6, 0.1, 0.0], [-0.2, 0.3, 0.2], [0.1, 1.0, 0.2], [0.5, -0.8, 0.5], [0.3, -0.4, -0.3], [0.4, -0.2, 0.1], [-0.2, 0.0, 0.0], [0.3, 1.2, -0.7], [-0.6, 0.0, 0.4], [0.2, 0.3, 0.1], [-0.7, -1.7, -0.7], [1.3, -0.3, -0.3], [-0.8, 1.8, 0.8], [1.2, -0.8, 2.0], [-1.2, -1.4, 1.1], [0.0, -0.4, 0.4], [0.3, -1.4, 0.0], [0.4, 0.2, 0.7], [-0.9, -0.6, 0.5], [0.5, -0.3, 0.4], [-1.5, 2.0, 0.4], [0.9, 1.3, 1.2], [-0.1, -0.7, 0.2], [-0.5, -0.2, 0.5], [-0.4, 0.6, -0.4], [1.1, -3.6, 0.4], [0.0, 0.0, 0.5], [0.1, 0.5, -0.1], [0.2, 0.1, 0.3], [-0.4, 0.1, 0.1], [-2.8, 0.9, 1.3], [-0.1, 0.1, 0.0], [1.2, -2.7, -1.9], [0.4, 0.0, -0.1], [0.6, -0.1, -0.3], [-1.0, 0.0, -0.4], [-0.7, 0.1, 1.4], [3.0, 1.7, 3.6], [-0.1, 0.4, 0.1], [-0.7, 0.0, -0.5], [0.0, -0.9, -0.2], [0.8, 0.9, -1.6], [-0.1, 0.3, -0.6], [-0.7, 0.2, 0.0], [1.2, 0.2, 1.0], [-2.0, -0.2, -0.3], [2.7, -1.0, -1.3], [1.6, 1.2, 0.4], [0.2, 0.0, -0.5]],
  "mulliken_spin": [0.001, 0.019, 0.000, 0.000, 0.000, -0.001, 0.000, 0.000, 0.007, 0.000, 0.007, -0.001, 0.000, -0.088, -0.003, -0.001, 0.013, 0.012, 0.005, 0.000, 0.000, -0.005, -0.006, 0.000, 0.051, -0.001, 0.001, 0.000, 0.000, 0.000, 0.000, 0.002, 0.000, 0.018, 0.000, 0.003, 0.000, 0.002, 0.000, 0.020, 0.042, 0.000, 0.000, -0.001, -0.004, 0.012, 0.114, 0.000, 0.000, -0.041, 0.000, 0.000, 0.000, 0.000, 0.001, 0.000, 0.001, 0.000, 0.000, 0.003, -0.001, -0.002, 0.000, 0.000, 0.000, 0.000, 0.000, 0.000, 0.004, 0.000, 0.000, 0.001, 0.720, 0.000, -0.003, 0.000, 0.000, 0.017, 0.000, -0.006, 0.000, 0.000, 0.000, 0.003, 0.004, 0.004, 0.034, 0.000, 0.002, 0.000, -0.003, -0.002, 0.109, 0.000, 0.000, 0.000, 0.000, 0.005, 0.000, -0.005, 0.000, 0.000, 0.000, 0.004, 0.011, 0.003, 0.028, 0.000, -0.002, 0.001, 0.000, 0.001, 0.000, 0.000, 0.009, 0.000, 0.000, -0.003, 0.000, 0.000, 0.000, 0.000, 0.001, 0.000, -0.004, 0.000, 0.000, 0.000, 0.000, 0.000, 0.000, -0.003, 0.000, 0.001, -0.008, 0.000, -0.003, 0.002, 0.000, 0.001, 0.000, -0.001, -0.077, 0.000, 0.001, -0.011, 0.003, -0.002, 0.011, 0.000, -0.002, 0.000, -0.023, 0.000, 0.000]
}